C6H13N2 | ωB97M-V with the def2-TZVPD basis set

For the max |F|, the calculation gives 0.2057 hartree/bohr. The calculation puts the orbital gap (spin up / spin down) at 6.23 / 8.02 eV. Its highest occupied orbital energy (spin up / spin down) is -9.65 / -14.77 eV. Its multiplicity is 3. The charge is +1. As for the expectation value of S²: 2.013. The energy above the lowest of the compared OMol25 structures with the same formula, charge and spin is 48.6 kcal/mol.

```
21
Properties=species:S:1:pos:R:3:forces:R:3:lowdin_spin:R:1
C -0.79460 -2.09330 0.00980 -2.9 -2.7 -0.7 0.152
C 1.22434 -0.82928 0.69580 -1.6 -6.3 8.4 0.626
C -1.25808 0.29246 0.14552 2.3 1.7 -2.2 0.052
C -2.36237 1.17565 -0.27601 -2.9 -0.1 0.3 0.006
C 2.66830 0.88190 -0.39901 -1.2 -0.4 -2.0 0.104
C 1.58125 -0.15178 -0.37225 1.9 5.5 -8.2 0.667
N 0.28654 -1.91811 0.71032 4.5 -0.5 1.5 0.102
N -1.43782 -1.06075 -0.42182 -0.3 3.6 0.0 0.139
H -1.36482 -3.10479 0.01888 1.6 1.6 -0.2 0.011
H 2.03377 -0.85811 1.50853 -1.6 -0.6 -0.9 0.020
H -1.05261 0.31625 1.15813 -0.4 -0.6 2.4 0.011
H -3.24353 1.05176 0.41126 0.5 -0.1 -0.9 0.002
H -2.67328 1.05565 -1.33111 0.0 -0.5 0.4 0.001
H -2.17913 2.22289 -0.27111 0.8 0.8 0.5 0.000
H 3.61591 0.38389 -0.21642 0.6 0.1 -0.4 0.032
H 2.60703 1.63896 0.32636 -0.3 0.9 1.6 0.025
H 2.56036 1.47942 -1.36757 0.8 -1.2 1.1 -0.002
H 0.98849 -0.13982 -1.28074 0.1 -0.6 0.1 0.027
H -0.34349 0.81732 -0.22362 -0.6 -0.8 -0.2 0.012
H 0.66370 -2.83876 1.06564 -0.5 1.7 0.2 0.007
H -2.20196 -0.90586 -1.04134 -0.6 -1.8 -0.6 0.005
```
Positions in Å, forces in eV/Å.